Computed, not measured: C12H39B3N2O17S3 as an isolated structure at a distorted geometry, with ωB97M-V with the def2-TZVPD basis set.

The value obtained for the HOMO-LUMO gap is 0.29825 hartree. The lowest unoccupied orbital energy comes out at -0.377 eV.

Element x y z (Å)
C (8.87048, -1.04229, 1.30686)
C (8.09090, -1.64379, 0.17008)
O (8.62189, -1.85052, -0.87831)
O (6.78613, -1.99596, 0.34125)
C (5.91405, -0.89181, 0.63100)
C (5.29324, -0.29847, -0.65783)
B (3.74413, -0.22490, -0.59883)
O (2.89247, -1.14294, -1.18133)
B (1.58080, -0.68464, -1.15955)
C (0.38102, -1.51664, -0.62930)
C (-0.85701, -1.53400, -1.55150)
C (-2.18819, -1.33651, -0.79977)
S (-2.88854, 0.24003, -1.30050)
C (-4.42256, 0.56801, -0.52410)
S (-5.41677, 1.55247, -1.35392)
N (-4.82760, 0.07370, 0.73592)
C (-4.10387, -0.44111, 1.83209)
C (-4.99004, -0.77332, 2.79422)
N (-6.27865, -0.49777, 2.36622)
C (-6.15248, 0.00979, 1.16953)
O (1.40918, 0.65379, -1.60838)
B (2.23040, 1.40955, -0.85448)
S (2.24416, 3.28632, -1.12997)
C (2.48331, 4.13678, 0.42632)
O (0.96656, 3.69659, -1.66147)
O (3.34562, 3.67365, -2.00324)
O (3.06806, 0.84334, 0.07302)
H (9.57687, -0.33306, 0.88804)
H (9.45084, -1.81579, 1.80810)
H (8.26244, -0.55229, 2.06372)
H (5.12986, -1.28708, 1.27744)
H (6.42993, -0.13966, 1.22067)
H (5.67354, 0.71612, -0.78430)
H (5.62000, -0.92248, -1.48832)
H (0.75923, -2.51552, -0.40696)
H (0.10371, -1.07918, 0.33718)
H (-0.88729, -2.51293, -2.02845)
H (-0.75670, -0.82302, -2.37483)
H (-1.96010, -1.30400, 0.25213)
H (-2.84070, -2.18552, -0.96763)
H (-3.03598, -0.48930, 1.82434)
H (-4.71758, -1.19072, 3.74825)
H (-7.07683, 0.31691, 0.69325)
H (3.24002, 4.90058, 0.27437)
H (1.55081, 4.64460, 0.65644)
H (2.74288, 3.45331, 1.23064)
O (1.68976, -4.63281, -1.15922)
H (2.26523, -3.92474, -1.47156)
H (2.29590, -5.26311, -0.75700)
O (5.96796, 2.95848, -1.31674)
H (5.16978, 3.38108, -1.67948)
H (6.70033, 3.37472, -1.78036)
O (-3.75699, -2.86461, -3.02221)
H (-3.46740, -2.32577, -3.76562)
H (-4.67354, -3.07769, -3.23158)
O (-6.55352, -2.37073, -1.77546)
H (-6.59844, -1.52131, -1.32078)
H (-5.92743, -2.87723, -1.24735)
O (-5.56952, 3.31143, 2.34517)
H (-5.65069, 2.36655, 2.17469)
H (-5.56267, 3.37860, 3.30483)
O (-9.17677, -2.13792, -3.71406)
H (-8.27659, -2.29730, -3.40663)
H (-9.53041, -3.01602, -3.88192)
O (-2.23856, -2.63783, 1.88583)
H (-2.30388, -3.59780, 1.82797)
H (-2.25406, -2.46198, 2.83319)
O (5.95062, 1.30141, 3.22464)
H (5.90158, 2.18408, 3.60541)
H (6.60289, 0.84646, 3.76704)
O (1.54975, 6.19444, 2.99847)
H (0.75004, 6.62628, 2.68025)
H (2.26323, 6.66369, 2.55447)
O (-9.17530, 0.36747, -0.49111)
H (-9.46043, 0.76449, -1.32010)
H (-9.99247, 0.13739, -0.03885)

Atoms 1-2, force components in eV/Å:
-0.17 0.21 0.42
0.19 0.08 -0.41

Mulliken atomic charge list, values in e, 6 entries: atom 1 (C): -0.773, atom 2 (C): 0.687, atom 3 (O): -0.534, atom 4 (O): -0.356, atom 5 (C): -0.247, atom 6 (C): -0.324